(1)
The following is a quantum chemistry calculation of an isolated molecule of C24H31N3O2, from OMol25.

The geometry in XYZ format:
```
60
C24H31N3O2 | OMol25 | the ωB97M-V functional and the def2-TZVPD basis
C -3.0132 -1.4168 5.7161
C -2.5278 -0.2892 4.7942
C -1.7637 0.7688 5.5926
N -1.7424 -0.7445 3.6538
C -0.5787 -1.5485 3.9764
C 0.4907 -1.4464 2.8882
C 1.0050 -0.0067 2.7305
N 1.2092 0.3542 1.3468
C 2.3112 -0.0247 0.6558
O 3.2793 -0.5513 1.1702
C 2.2245 0.2750 -0.8042
C 1.5987 1.4177 -1.2913
C 1.4991 1.6405 -2.6491
C 2.0097 0.7109 -3.5542
N 1.8766 0.9161 -4.9319
C 2.7745 0.2944 -5.8887
C 2.5434 1.0979 -7.1694
C 1.0870 1.5271 -7.0378
C 0.8590 1.5975 -5.5357
O -0.0719 2.1351 -4.9839
C 2.6716 -0.4159 -3.0681
C 2.7818 -0.6220 -1.7074
C -2.5223 -1.3090 2.5618
C -2.1487 -0.6976 1.2327
C -2.1033 0.6853 1.0996
C -1.7888 1.2667 -0.1171
C -1.5142 0.4731 -1.2206
C -1.5493 -0.9046 -1.0929
C -1.8671 -1.4847 0.1240
H -3.6905 -1.0173 6.4667
H -2.1757 -1.8878 6.2246
H -3.5431 -2.1751 5.1431
H -3.4094 0.2065 4.3692
H -2.4383 1.2543 6.2934
H -0.9457 0.3329 6.1597
H -1.3580 1.5212 4.9215
H -0.1531 -1.1870 4.9125
H -0.8424 -2.6129 4.1100
H 0.0713 -1.7738 1.9365
H 1.3165 -2.1154 3.1309
H 0.2692 0.6831 3.1467
H 1.9585 0.1165 3.2472
H 0.3799 0.6017 0.8274
H 1.2088 2.1549 -0.6055
H 1.0132 2.5290 -3.0159
H 2.5066 -0.7594 -6.0380
H 3.8052 0.3502 -5.5329
H 3.1927 1.9740 -7.1825
H 2.7373 0.5092 -8.0635
H 0.4046 0.7787 -7.4468
H 0.8605 2.4825 -7.5066
H 3.0913 -1.1404 -3.7483
H 3.2926 -1.4930 -1.3255
H -2.4053 -2.4021 2.5090
H -3.5851 -1.1052 2.7320
H -2.3168 1.3003 1.9612
H -1.7662 2.3430 -0.2102
H -1.2770 0.9254 -2.1712
H -1.3312 -1.5300 -1.9460
H -1.9006 -2.5624 0.2110
```

## Properties
LUMO energy = 0.0267 Ha
SMILES string = CC(C)N(CCCNC(=O)c1ccc(N2CCCC2=O)cc1)Cc1ccccc1
HOMO-LUMO gap = 9.1 eV
ΔE to the lowest compared entry with this formula, charge and spin = 53.3 kJ/mol
energy = -1247.93389 hartree
total charge = 0

These are the Löwdin partial charges, in e, on atoms 1 to 8: number 1, C, carries -0.0530; number 2, C, carries -0.4288; number 3, C, carries -0.0574; number 4, N, carries -0.1572; number 5, C, carries -0.1997; number 6, C, carries -0.1380; number 7, C, carries -0.1585; number 8, N, carries 0.0779


(2)
The following is a quantum chemistry calculation of a cluster of 10 separate species, C25H34F6N4O24 in total, from OMol25.

The geometry in XYZ format:
```
93
C25H34F6N4O24 | OMol25 | the ωB97M-V functional and the def2-TZVPD basis
O -8.0609 0.2435 -3.6345
C -7.0712 -0.0217 -3.0578
O -6.7424 -1.2151 -2.4895
C -5.3847 -1.1132 -2.0352
C -5.1115 0.3811 -2.0114
F -3.9042 0.5591 -2.7106
O -6.1593 0.9422 -2.7459
H -5.3563 -1.5865 -1.0290
H -4.7129 -1.5711 -2.6856
H -4.9353 0.9024 -1.1050
O 0.8136 3.0278 -4.5125
C 1.5218 2.5310 -3.6464
O 1.1519 1.3992 -3.0478
C 2.0260 1.2891 -1.9161
C 3.0951 2.3648 -2.0885
F 4.3182 1.8300 -2.5146
O 2.6076 3.0685 -3.1511
H 1.4239 1.5624 -1.0517
H 2.4316 0.2559 -1.8928
H 3.2075 3.0518 -1.2613
O -4.2639 1.0247 1.0697
C -4.0058 1.7408 2.0424
O -4.5725 1.5783 3.2646
C -4.3144 2.7412 4.0479
C -3.0798 3.3750 3.2730
F -1.9571 2.9112 3.9989
O -3.1729 2.7814 2.0562
H -5.1480 3.4160 4.0965
H -4.0784 2.5046 5.0780
H -2.9610 4.4591 3.2607
O -2.7510 -2.1415 -3.7433
C -2.5039 -1.0815 -4.2460
O -1.3924 -0.3418 -4.0448
C -1.4237 0.9089 -4.7535
C -2.6598 0.6561 -5.6757
F -2.2666 0.3925 -6.9538
O -3.3378 -0.4680 -5.1324
H -1.5590 1.6781 -4.0053
H -0.5227 1.0132 -5.3246
H -3.4031 1.4374 -5.6906
O 2.9384 -2.3209 0.1036
C 2.7260 -3.4368 0.4797
O 2.0963 -3.6849 1.6377
C 1.8993 -5.1223 1.7346
C 2.4232 -5.6899 0.4255
F 1.4947 -6.2349 -0.3869
O 3.0567 -4.5915 -0.1772
H 2.4725 -5.4894 2.6100
H 0.8090 -5.1540 1.8094
H 3.1619 -6.4723 0.6378
O 1.5618 4.0701 0.2157
C 1.7087 3.9396 1.3814
O 2.7907 3.9119 2.1186
C 2.5098 3.3928 3.4538
C 0.9846 3.4976 3.4561
F 0.5740 4.4774 4.3786
O 0.5996 3.8170 2.1714
H 2.7996 2.3680 3.5816
H 3.0029 4.0528 4.1519
H 0.3843 2.5710 3.7029
C -0.1226 -3.9774 -2.9340
N -0.3433 -3.9626 -1.4806
O 0.1399 -3.1406 -0.7364
O -0.9628 -4.8834 -0.9747
H -1.1065 -3.8058 -3.3754
H 0.3133 -4.9550 -3.1689
H 0.5964 -3.2434 -3.2479
C 3.6834 -1.6405 4.0090
N 2.9578 -2.5297 4.9627
O 3.2419 -3.7022 5.0787
O 2.0203 -2.0194 5.5355
H 4.7314 -1.8021 4.0141
H 3.5015 -0.6430 4.3604
H 3.2852 -1.8258 3.0063
C 5.0874 0.8133 0.4583
N 5.8376 0.2142 1.5353
O 7.0023 -0.0976 1.3179
O 5.2299 0.0839 2.5703
H 4.0330 0.9571 0.7512
H 5.2123 0.1679 -0.4464
H 5.5565 1.7749 0.1462
C -1.1659 1.1496 -0.2347
C -1.2082 0.0651 0.7652
C 0.1458 -0.5864 0.9640
C 1.0325 0.4015 1.5450
N 1.7315 1.2618 1.8084
H -0.6597 0.7011 -1.1057
H -0.6344 2.0542 0.0765
H -2.1751 1.4420 -0.5312
H -1.8655 -0.7389 0.4486
H -1.5544 0.4759 1.7180
H 0.6063 -0.9657 0.0099
H 0.0739 -1.4310 1.6374
```

## Properties
LUMO energy = -0.0032 Ha
SMILES string = O=C1OC[C@@H](F)O1.O=C1OC[C@@H](F)O1.O=C1OC[C@@H](F)O1.O=C1OC[C@@H](F)O1.O=C1OC[C@@H](F)O1.O=C1OC[C@@H](F)O1.C[N+](=O)[O-].C[N+](=O)[O-].C[N+](=O)[O-].CCCC#N
HOMO-LUMO gap = 11.1 eV
energy = -3596.81046 hartree
total charge = 0

These are the Löwdin partial charges, in e, on atoms 1 to 8: number 1, O, carries 0.1916; number 2, C, carries -0.5428; number 3, O, carries 0.0854; number 4, C, carries -0.0246; number 5, C, carries -0.2394; number 6, F, carries 0.0241; number 7, O, carries 0.1438; number 8, H, carries 0.1581


(3)
The following is a quantum chemistry calculation of a cluster of 2 separate species, C2H7S3 in total, from OMol25.

The geometry in XYZ format:
```
12
C2H7S3 | OMol25 | the ωB97M-V functional and the def2-TZVPD basis
C -0.2699 -1.2982 1.8564
S -1.9606 -1.9474 1.7173
H 0.0019 -0.7788 0.9421
H -0.3024 -0.6252 2.7056
H 0.4207 -2.1158 2.0172
C 0.7156 1.9358 -1.2043
S -0.1181 0.4073 -1.5461
S 0.5360 0.0625 -3.5551
H 1.1728 1.9909 -0.2092
H 0.0677 2.8087 -1.3165
H 1.5542 2.0197 -1.8929
H -1.8177 -2.4594 0.4853
```

## Properties
LUMO energy = 0.1133 Ha
HOMO-LUMO gap = 5.4 eV
ΔE to the lowest compared entry with this formula, charge and spin = 53.6 kJ/mol
energy = -1274.99092 hartree
total charge = -1

These are the Löwdin partial charges, in e, on atoms 1 to 8: number 1, C, carries -0.4973; number 2, S, carries 0.5722; number 3, H, carries -0.0434; number 4, H, carries 0.0131; number 5, H, carries 0.0153; number 6, C, carries -0.6159; number 7, S, carries 0.0907; number 8, S, carries -0.3703


(4)
The following is a quantum chemistry calculation of a structure of composition C8H17InO3, from OMol25.

The geometry in XYZ format:
```
29
C8H17InO3 | OMol25 | the ωB97M-V functional and the def2-TZVPD basis
In -24.9727 12.7588 28.4339
C -25.6742 13.9002 24.4949
C -26.5294 12.9763 25.4506
O -25.8476 12.5468 26.6054
H -26.3796 14.3752 23.8130
H -25.0299 13.3077 23.8453
H -25.0698 14.6220 25.0443
H -26.9109 12.1074 24.9144
H -27.3792 13.5860 25.7576
C -24.1093 12.0464 32.2517
C -23.3960 12.8186 31.2080
O -23.8867 13.1354 30.1092
C -21.9763 13.1728 31.5235
H -24.7742 12.7712 32.7216
H -23.4322 11.5212 32.9254
H -24.7993 11.3095 31.8408
H -21.9953 13.8794 32.3532
H -21.6800 13.7141 30.6250
H -21.3455 12.2886 31.6157
C -26.8363 15.4770 30.8021
C -26.4315 14.0209 30.8894
O -25.5719 13.6244 30.1287
C -27.2316 13.0169 31.7335
H -26.1831 16.0516 31.4587
H -27.8714 15.6126 31.1156
H -26.7313 15.7947 29.7647
H -28.3004 13.2288 31.7608
H -26.9878 12.9415 32.7932
H -27.1878 12.0285 31.2761
```

## Properties
LUMO energy = -0.3949 Ha
HOMO-LUMO gap = 6.3 eV
ΔE to the lowest compared entry with this formula, charge and spin = 90.5 kJ/mol
energy = -730.03377 hartree
total charge = +2

These are the Löwdin partial charges, in e, on atoms 1 to 8: number 1, In, carries 1.5128; number 2, C, carries -0.0439; number 3, C, carries -0.2907; number 4, O, carries -0.3158; number 5, H, carries 0.0865; number 6, H, carries 0.0786; number 7, H, carries 0.0717; number 8, H, carries 0.1385